Run 1
2 unconnected molecules or ions with the total composition C3H7P. Source: OMol25; level of theory: ωB97M-V with the def2-TZVPD basis set.

Atoms and positions in Å:
C -1.37 -0.47 0.04
C 0.02 -0.45 -0.39
C 0.97 0.64 -0.10
P -0.39 -1.92 0.64
H -1.60 0.39 0.69
H -2.07 -0.58 -0.80
H 0.36 -0.75 -1.84
H 0.74 1.41 -0.94
H 1.94 0.25 -0.37
H 1.05 0.83 1.00
H 0.28 -1.57 1.88

Computed properties:
Charge   0
Highest occupied orbital energy   -9.3 eV
HOMO-LUMO gap   10.3 eV

Run 2
C3H7P in the gas phase. Source: OMol25; level of theory: ωB97M-V with the def2-TZVPD basis set.

Atoms and positions in Å:
C -0.23 -1.54 2.04
C 0.48 -0.78 1.22
C -0.34 1.10 -2.18
P -0.46 0.58 -0.11
H -1.33 -1.86 1.76
H 0.03 -1.92 3.00
H 0.67 0.65 -2.52
H 0.04 2.16 -2.01
H -1.20 0.88 -2.77
H 0.73 1.24 0.33
H 1.60 -0.53 1.24

Computed properties:
Charge   0
Highest occupied orbital energy   -8.4 eV
HOMO-LUMO gap   8.8 eV
SMILES   C=CPC

Stability verdict: run 1, ahead by 0.0266 hartree

Run 1
C3H7N3O3 in the gas phase. Source: OMol25; level of theory: ωB97M-V with the def2-TZVPD basis set.

Atoms and positions in Å:
C 1.62 -0.40 -1.11
C 0.30 0.08 -0.48
C -0.44 1.28 1.38
H 2.42 0.89 0.10
H 1.70 -1.43 -0.75
H 1.53 -0.41 -2.20
H -1.41 -1.64 -2.15
H -0.16 2.23 1.87
H -2.04 0.94 2.57
H -1.72 -0.85 0.64
N -0.83 -0.31 -0.92
N 0.50 0.88 0.57
N -1.64 0.68 1.62
O 2.74 0.31 -0.63
O -0.54 -1.31 -1.92
O -1.62 -0.77 1.58

Computed properties:
Charge   0
Highest occupied orbital energy   -9.0 eV
HOMO-LUMO gap   9.0 eV
SMILES   OCC(/N=C\NO)=N\O

Run 2
C3H7N3O3 in the gas phase. Source: OMol25; level of theory: ωB97M-V with the def2-TZVPD basis set.

Atoms and positions in Å:
C -1.10 -1.15 0.54
C 0.08 -0.65 -1.42
C -0.11 0.14 0.05
N 1.52 1.19 1.21
N -0.67 1.45 -0.10
O -0.62 -2.15 -0.19
O 1.27 -1.24 -1.63
N 1.05 0.09 0.78
O -0.64 -0.25 -2.29
H 1.43 -1.81 -0.86
H 2.35 1.15 1.79
H 1.00 2.05 0.99
H -0.81 1.69 -1.07
H -1.57 1.54 0.36
H -1.10 -1.28 1.63
H -2.09 -0.76 0.22

Computed properties:
Charge   0
Highest occupied orbital energy (spin up / spin down)   -8.6 / -8.6 eV
HOMO-LUMO gap (spin up / spin down)   7.2 / 7.2 eV

Stability verdict: run 2, ahead by 0.0168 hartree